1.
The following is a quantum chemistry calculation of a 2-piece molecular cluster, C18H27N7O6S overall at a distorted geometry, from OMol25.

XYZ file:
```
59
Properties=species:S:1:pos:R:3:mulliken_charge:R:1
N -4.036 0.013 -2.096 -0.45
C -3.637 0.280 -0.837 0.09
N -4.065 -0.586 0.052 -0.70
C -3.699 -0.356 1.316 -0.42
N -2.945 0.675 1.713 -0.59
C -2.568 1.535 0.772 0.62
C -2.891 1.403 -0.548 0.90
N -2.365 2.466 -1.297 -0.73
C -1.723 3.200 -0.411 -0.20
N -1.819 2.676 0.871 0.33
C -1.215 3.153 2.119 -0.18
O -1.940 4.274 2.648 -0.47
C -1.154 4.802 3.732 0.22
C -1.418 6.285 3.977 -0.75
O -2.697 6.430 4.606 -0.52
C 0.261 4.517 3.265 0.30
O 1.289 4.857 3.843 -0.60
C 0.244 3.624 2.035 0.17
O 1.210 2.556 2.103 -0.50
H -3.999 0.832 -2.693 0.28
H -4.857 -0.576 -2.116 0.29
H -4.028 -1.062 2.074 0.41
H -1.190 4.113 -0.658 0.38
H -1.264 2.331 2.843 0.43
H -1.349 4.245 4.653 0.30
H -1.394 6.829 3.027 0.33
H -0.641 6.700 4.629 0.36
H -2.937 7.367 4.708 0.31
H 0.407 4.236 1.145 0.15
H 2.094 2.901 2.335 0.35
C 4.501 -5.739 -0.916 -0.96
N 3.790 -4.575 -1.440 -0.12
C 2.760 -3.982 -0.821 -0.05
O 2.359 -4.366 0.274 -0.69
C 2.102 -2.761 -1.493 0.12
C 0.562 -2.761 -1.386 -0.99
C -0.067 -1.421 -1.790 -0.71
S 0.556 0.030 -0.889 -0.14
C 0.202 -0.483 0.815 -0.60
N 2.566 -2.435 -2.857 -0.09
C 2.474 -3.127 -3.995 0.68
C 1.668 -4.409 -4.090 -1.01
O 3.053 -2.720 -4.987 -0.67
H 5.320 -6.016 -1.581 0.36
H 3.812 -6.581 -0.823 0.30
H 4.902 -5.510 0.073 0.29
H 4.091 -4.189 -2.322 0.29
H 2.443 -1.934 -0.871 0.42
H 0.141 -3.553 -2.002 0.43
H 0.274 -2.974 -0.357 0.47
H -1.144 -1.485 -1.631 0.30
H 0.098 -1.259 -2.856 0.50
H 0.893 -1.269 1.119 0.47
H -0.819 -0.856 0.879 0.14
H 0.310 0.364 1.487 0.01
H 3.062 -1.563 -2.959 0.22
H 1.993 -4.956 -4.974 0.32
H 0.616 -4.155 -4.201 0.27
H 1.808 -5.034 -3.215 0.36
```

Calculated values
E_HOMO, eV: -8.518
LUMO energy, eV: 0.1
E, a.u.: -1935.07076
Kohn-Sham gap, eV: 8.67
F_max, eV/Å: 2.89
Net charge: 0
SMILES string: Nc1ncnc2c1ncn2[C@@H]1O[C@H](CO)C(=O)[C@H]1O.CNC(=O)[C@H](CCSC)NC(C)=O
2S+1: 1

2.
The following is a quantum chemistry calculation of one molecule with the formula C18H27NO3 at a distorted geometry, from OMol25.

XYZ file:
```
49
Properties=species:S:1:pos:R:3:mulliken_charge:R:1
C 5.080 4.619 3.132 -0.96
C 4.954 5.130 1.713 -0.40
O 4.650 4.078 0.717 -0.43
C 3.318 3.702 0.512 0.72
C 3.170 2.810 -0.536 -0.55
C 1.997 2.077 -0.603 -0.50
C 0.927 2.362 0.321 0.40
C -0.289 1.596 0.196 -0.91
C -0.479 0.222 -0.049 -0.57
C -1.757 -0.417 -0.120 0.59
O -2.755 -0.086 0.507 -0.62
N -1.625 -1.426 -0.995 0.02
C -2.649 -2.417 -1.134 0.32
C -3.751 -2.038 -2.104 -0.96
O -4.666 -1.193 -1.445 -0.33
C -4.598 0.183 -2.076 -0.62
C -1.972 -3.828 -1.284 -1.29
C -0.902 -4.068 -0.236 1.07
C 0.106 -5.250 -0.566 -1.35
C -1.479 -4.341 1.253 -1.27
C 1.095 3.367 1.221 -0.79
C 2.271 4.077 1.332 -0.16
H 5.213 5.445 3.817 0.35
H 5.883 3.880 3.148 0.31
H 4.156 4.096 3.489 0.27
H 4.061 5.821 1.698 0.30
H 5.827 5.643 1.213 0.31
H 4.024 2.761 -1.230 0.37
H 1.834 1.358 -1.431 0.30
H -1.190 2.127 0.363 0.50
H 0.344 -0.360 -0.368 0.53
H -0.816 -1.348 -1.532 0.33
H -3.173 -2.477 -0.179 0.26
H -4.347 -2.957 -2.346 0.35
H -3.265 -1.796 -3.091 0.34
H -3.559 0.541 -2.052 0.21
H -5.246 0.803 -1.502 0.25
H -4.919 0.132 -3.130 0.30
H -2.699 -4.599 -1.255 0.49
H -1.463 -3.810 -2.236 0.37
H -0.145 -3.181 -0.257 -0.22
H -0.391 -6.175 -0.769 0.37
H 0.900 -4.876 -1.332 0.34
H 0.659 -5.387 0.435 0.31
H -0.642 -4.611 1.964 0.41
H -2.294 -5.138 1.273 0.26
H -1.889 -3.352 1.552 0.32
H 0.167 3.557 1.765 0.38
H 2.324 4.743 2.238 0.27
```

Calculated values
E_HOMO, eV: -8.236
Relative energy (zero: lowest compared OMol25 entry of this formula, charge and spin), eV: 4.282
LUMO energy, eV: 0.4
E, a.u.: -982.44224
Kohn-Sham gap, eV: 8.59
F_max, eV/Å: 6.12
Net charge: 0
SMILES string: CCOc1ccc(/C=C/C(=O)N[C@@H](COC)CC(C)C)cc1
2S+1: 1

3.
The following is a quantum chemistry calculation of one molecule with the formula C18H27NO5, from OMol25.

XYZ file:
```
51
Properties=species:S:1:pos:R:3:mulliken_charge:R:1
C -0.393 -4.507 0.044 -1.33
C -1.428 -3.439 -0.021 -0.26
C -1.297 -2.172 0.364 0.31
C -2.399 -1.149 0.290 -1.37
C -2.174 -0.195 -0.907 1.62
C -2.954 -0.698 -2.117 -1.91
C -2.570 1.262 -0.535 1.24
C -2.426 2.224 -1.722 -2.07
O -3.889 1.305 -0.052 -0.69
C -1.633 1.728 0.586 0.57
O -2.042 1.947 1.700 -0.69
O -0.375 1.852 0.196 -0.33
C 0.598 2.080 1.220 -1.34
C 1.979 1.593 0.775 0.54
C 2.805 2.591 -0.043 -0.81
C 3.823 1.673 -0.711 -0.75
N 2.995 0.561 -1.143 -0.26
C 3.622 -0.722 -1.382 -0.94
C 3.451 -1.553 -0.098 -1.02
C 2.168 -1.007 0.525 0.26
O 1.055 -1.852 0.226 -0.38
C -0.057 -1.571 0.924 0.57
O -0.060 -0.831 1.879 -0.62
C 1.943 0.369 -0.152 -0.51
H -0.189 -4.880 -0.960 0.30
H -0.763 -5.344 0.636 0.38
H 0.533 -4.144 0.477 0.29
H -2.392 -3.760 -0.397 0.43
H -3.371 -1.632 0.191 0.65
H -2.392 -0.589 1.226 0.38
H -1.107 -0.180 -1.157 -0.41
H -4.018 -0.548 -1.954 0.41
H -2.657 -0.178 -3.023 0.43
H -2.760 -1.760 -2.256 0.46
H -2.557 3.247 -1.375 0.45
H -1.446 2.123 -2.176 0.31
H -3.201 2.012 -2.451 0.48
H -3.843 1.517 0.894 0.44
H 0.626 3.151 1.451 0.47
H 0.271 1.536 2.112 0.53
H 2.538 1.344 1.683 0.31
H 3.265 3.361 0.572 0.47
H 2.177 3.056 -0.802 0.28
H 4.307 2.129 -1.577 0.43
H 4.601 1.374 0.011 0.31
H 4.667 -0.596 -1.667 0.46
H 3.090 -1.208 -2.206 0.35
H 3.366 -2.617 -0.303 0.42
H 4.286 -1.388 0.583 0.31
H 2.237 -0.913 1.614 0.55
H 0.984 0.328 -0.680 0.28
```

Calculated values
E_HOMO, eV: -8.587
Relative energy (zero: lowest compared OMol25 entry of this formula, charge and spin), eV: 0.000
LUMO energy, eV: 0.8
E, a.u.: -1133.06751
Kohn-Sham gap, eV: 9.40
F_max, eV/Å: 0.81
Net charge: 0
SMILES string: C/C=C1/C[C@@H](C)[C@@](C)(O)C(=O)OC[C@@H]2CCN3CC[C@H](OC1=O)[C@@H]23
2S+1: 1

4.
The following is a quantum chemistry calculation of C18H28AlBr30ClNO3 as an isolated structure at a distorted geometry, from OMol25.

XYZ file:
```
82
Properties=species:S:1:pos:R:3:mulliken_charge:R:1
C -5.390 0.351 0.703 -0.61
C -4.820 -0.768 -0.136 -0.49
N -3.360 -0.882 -0.086 -0.03
Al -2.397 -0.032 1.265 -0.69
Cl -0.260 -0.805 0.986 -0.63
C -2.887 -0.569 3.149 -0.50
C -3.678 -1.901 3.261 -0.05
C -4.786 -1.676 4.235 0.12
O -5.927 -1.361 3.921 -0.52
O -4.428 -1.782 5.564 -0.50
C -2.320 1.986 1.090 -1.13
C -3.089 2.748 2.142 1.25
C -2.265 2.947 3.420 -1.47
O -3.475 4.064 1.633 -0.60
H -5.011 1.319 0.393 0.17
H -6.468 0.382 0.547 0.36
H -5.243 0.209 1.770 0.07
H -5.131 -0.572 -1.169 0.33
H -5.301 -1.711 0.130 0.26
H -3.073 -1.836 -0.242 0.22
H -3.478 0.245 3.574 0.32
H -1.981 -0.630 3.749 0.41
H -4.099 -2.234 2.321 0.25
H -3.014 -2.661 3.658 0.28
H -3.684 -1.198 5.730 0.38
H -2.667 2.253 0.094 0.23
H -1.284 2.304 1.146 0.47
H -4.016 2.251 2.424 -0.13
H -2.389 3.973 3.747 0.45
H -2.646 2.307 4.212 0.30
H -1.222 2.706 3.264 0.25
H -4.425 4.127 1.683 0.30
C 1.926 3.252 -0.994 -0.37
Br 1.164 1.590 -0.419 0.14
Br 3.186 3.962 0.290 -0.06
Br 2.726 3.115 -2.750 0.02
H 1.125 3.972 -1.076 0.33
C 0.212 4.117 -5.318 -0.12
Br 0.106 2.324 -6.008 0.03
Br 0.009 5.441 -6.703 -0.04
Br -1.017 4.388 -3.872 0.03
H 1.206 4.227 -4.910 0.05
C 1.302 -1.456 -6.532 -0.20
Br 2.598 -0.650 -5.366 0.10
Br 2.108 -2.082 -8.164 -0.02
Br 0.339 -2.860 -5.633 0.01
H 0.586 -0.694 -6.801 0.13
C 3.472 -3.850 -3.644 0.19
Br 4.861 -2.841 -2.776 0.03
Br 4.147 -4.850 -5.146 -0.04
Br 2.529 -4.975 -2.403 0.08
H 2.762 -3.135 -4.035 -0.25
C 7.026 2.759 0.194 -0.24
Br 7.488 1.656 1.700 -0.01
Br 8.542 3.794 -0.409 -0.05
Br 6.266 1.734 -1.234 0.14
H 6.272 3.459 0.524 0.18
C -2.152 -4.131 7.350 -0.23
Br -1.220 -2.959 6.152 0.00
Br -2.113 -5.953 6.733 -0.01
Br -1.491 -3.982 9.154 -0.04
H -3.186 -3.818 7.359 0.28
C -8.822 2.037 3.629 -0.34
Br -8.173 0.855 4.996 0.02
Br -7.450 3.255 3.040 0.00
Br -9.579 1.063 2.151 -0.03
H -9.613 2.632 4.057 0.32
C 0.173 -8.098 -0.790 -0.31
Br -0.466 -9.653 0.149 -0.06
Br 1.452 -7.119 0.264 -0.03
Br 0.871 -8.561 -2.521 -0.02
H -0.675 -7.449 -0.947 0.37
C 8.841 4.155 -4.492 -0.11
Br 9.453 5.670 -5.514 -0.04
Br 6.930 3.964 -4.578 0.05
Br 9.745 2.537 -5.008 0.04
H 9.094 4.344 -3.459 0.07
C 10.388 -1.021 -2.795 -0.40
Br 9.636 0.483 -1.864 0.06
Br 9.023 -2.097 -3.618 0.00
Br 11.722 -0.474 -4.079 -0.06
H 10.887 -1.638 -2.064 0.37
```

Calculated values
E_HOMO, eV: -5.105
LUMO energy, eV: 1.2
E, a.u.: -78906.26920
Kohn-Sham gap, eV: 6.26
F_max, eV/Å: 2.06
Net charge: -1
2S+1: 1